(1)
C38H34N5 | wB97M-V/def2-TZVPD

## Properties
Charge = +1
M = 560.73 Da
Frontier orbital gap = 5.979 eV
Energy relative to the best compared isomer or geometry (same formula, charge and spin) = 0.00 kJ/mol
Strongest force on any atom = 2.50 eV/Å

Geometry (Å):
C: 5.268 -3.086 0.479
C: 4.701 -1.796 0.551
C: 3.323 -1.634 0.373
C: 2.545 -2.782 0.175
N: 1.164 -2.685 0.090
C: 0.385 -1.603 0.205
N: -0.884 -2.132 0.147
C: -2.047 -1.338 0.102
C: -1.887 -0.040 0.557
C: -2.914 0.891 0.414
C: -4.094 0.498 -0.235
C: -4.258 -0.820 -0.679
C: -3.223 -1.756 -0.504
C: -0.795 -3.534 0.045
C: -1.838 -4.520 0.267
C: -1.644 -5.775 -0.348
C: -2.540 -6.811 -0.104
C: -3.610 -6.622 0.786
C: -3.771 -5.398 1.451
C: -2.887 -4.345 1.203
N: 0.468 -3.862 -0.076
C: 3.084 -4.063 0.134
C: 4.464 -4.221 0.272
H: 6.349 -3.208 0.580
H: 5.333 -0.924 0.745
H: 2.823 -0.669 0.398
H: -0.908 0.206 0.957
H: -2.802 1.901 0.814
H: -4.892 1.230 -0.394
H: -5.198 -1.126 -1.145
H: -3.337 -2.786 -0.839
H: -0.775 -5.905 -0.996
H: -2.396 -7.769 -0.605
H: -4.311 -7.436 0.979
H: -4.578 -5.256 2.174
H: -2.971 -3.398 1.745
H: 2.403 -4.904 0.017
H: 4.895 -5.223 0.211
C: 3.019 3.788 5.001
N: 2.456 4.409 3.819
C: 1.803 5.675 4.103
C: 2.107 3.651 2.705
C: 0.746 3.474 2.373
C: 0.388 2.681 1.296
C: 1.355 2.110 0.433
C: 0.991 1.382 -0.760
C: 0.040 1.833 -1.669
C: -0.144 1.385 -3.056
C: 0.641 0.659 -3.937
C: 0.246 0.574 -5.287
C: -0.927 1.190 -5.750
C: -1.699 1.978 -4.880
C: -1.274 2.064 -3.562
N: -1.712 2.956 -2.578
C: -2.794 3.908 -2.723
C: -0.933 2.849 -1.477
C: 2.725 2.310 0.776
C: 3.096 3.043 1.887
H: 3.362 2.774 4.780
H: 3.861 4.388 5.368
H: 2.264 3.739 5.803
H: 1.390 6.117 3.191
H: 0.992 5.560 4.838
H: 2.534 6.374 4.529
H: -0.024 3.948 2.992
H: -0.671 2.493 1.110
H: 1.555 0.499 -1.043
H: 1.556 0.190 -3.576
H: 0.862 0.024 -5.997
H: -1.241 1.082 -6.788
H: -2.597 2.504 -5.201
H: -3.266 3.753 -3.696
H: -3.516 3.745 -1.913
H: -2.410 4.936 -2.659
H: -1.067 3.528 -0.642
H: 3.493 1.905 0.115
H: 4.145 3.225 2.126

***

(2)
C38H34NO2Si | wB97M-V/def2-TZVPD

## Properties
Charge = +1
M = 564.78 Da
Frontier orbital gap = 5.502 eV
Strongest force on any atom = 2.26 eV/Å

Geometry (Å):
C: 4.125 1.059 1.793
N: 2.733 0.642 1.737
C: 1.673 1.480 1.617
C: 0.457 0.744 1.682
C: -0.817 1.313 1.663
C: -2.040 0.546 1.646
C: -2.223 -0.541 0.754
C: -3.386 -1.308 0.782
C: -4.387 -1.035 1.725
C: -4.238 0.048 2.604
C: -3.105 0.852 2.539
C: 0.870 -0.663 1.874
C: 0.209 -1.843 2.190
C: 0.949 -3.025 2.369
C: 2.350 -3.021 2.306
C: 3.047 -1.824 2.070
C: 2.286 -0.679 1.864
H: 4.753 0.169 1.892
H: 4.405 1.602 0.880
H: 4.303 1.721 2.653
H: 1.789 2.560 1.550
H: -0.877 2.368 1.944
H: -1.422 -0.781 0.047
H: -3.504 -2.139 0.082
H: -5.279 -1.664 1.774
H: -5.010 0.258 3.347
H: -2.981 1.699 3.219
H: -0.871 -1.838 2.302
H: 0.424 -3.960 2.560
H: 2.903 -3.948 2.449
H: 4.133 -1.776 2.035
C: -7.646 1.100 -2.801
C: -7.321 1.949 -3.863
C: -6.302 2.900 -3.711
C: -5.602 3.001 -2.499
Si: -4.352 4.348 -2.299
C: -3.459 4.666 -3.886
C: -3.292 3.651 -4.835
C: -2.563 3.885 -6.005
C: -2.005 5.147 -6.242
C: -2.210 6.177 -5.319
C: -2.952 5.945 -4.154
C: -5.160 5.911 -1.708
C: -6.102 6.537 -2.541
C: -6.716 7.731 -2.142
C: -6.402 8.299 -0.903
C: -5.483 7.663 -0.062
C: -4.870 6.469 -0.457
O: -3.265 3.900 -1.002
C: -2.058 3.424 -1.195
C: -0.948 3.518 -0.379
C: 0.230 3.302 -1.223
C: -0.346 2.752 -2.519
O: -1.801 2.861 -2.370
C: -5.922 2.142 -1.440
C: -6.945 1.198 -1.592
H: -8.443 0.363 -2.915
H: -7.853 1.879 -4.813
H: -6.052 3.558 -4.548
H: -3.728 2.665 -4.665
H: -2.436 3.074 -6.723
H: -1.418 5.323 -7.146
H: -1.794 7.170 -5.499
H: -3.136 6.758 -3.448
H: -6.353 6.095 -3.510
H: -7.436 8.214 -2.804
H: -6.873 9.232 -0.592
H: -5.236 8.094 0.909
H: -4.158 5.974 0.210
H: -0.983 4.002 0.589
H: 0.780 4.231 -1.440
H: 0.940 2.601 -0.774
H: -0.044 3.342 -3.392
H: -0.104 1.697 -2.663
H: -5.377 2.208 -0.494
H: -7.194 0.538 -0.759

***

(3)
C38H35BF6HfIN9O7P | wB97M-V/def2-TZVPD

## Properties
Charge = 0
M = 1190.92 Da
Frontier orbital gap (spin up / spin down) = 7.847 / 6.025 eV
Spin multiplicity = 2
Energy relative to the best compared isomer or geometry (same formula, charge and spin) = 35.70 kJ/mol
Expectation value of S² = 0.770
Strongest force on any atom = 1.98 eV/Å

Geometry (Å):
Hf: 0.523 0.666 -0.560
C: 2.477 -0.251 2.989
C: 1.005 -0.198 2.783
C: 0.044 -0.618 3.707
C: -1.175 -0.267 3.164
C: -2.533 -0.583 3.673
N: -0.937 0.355 1.995
N: 0.397 0.350 1.721
B: -1.874 1.397 1.351
N: -1.045 2.673 1.217
N: 0.113 2.664 0.518
C: 0.663 3.875 0.652
C: 1.964 4.273 0.060
C: -0.164 4.674 1.446
C: -1.238 3.876 1.788
C: -2.422 4.221 2.619
N: -2.391 1.031 -0.044
N: -1.612 1.127 -1.157
C: -2.434 0.992 -2.213
C: -2.054 1.136 -3.643
C: -3.738 0.789 -1.764
C: -3.674 0.823 -0.385
C: -4.799 0.647 0.563
H: 2.795 -1.242 3.306
H: 2.734 0.449 3.784
H: 3.023 0.022 2.098
H: 0.219 -1.111 4.640
H: -2.456 -1.342 4.446
H: -3.141 -0.961 2.855
H: -3.026 0.291 4.090
H: -2.788 1.572 2.070
H: 2.780 3.760 0.566
H: 2.105 5.345 0.166
H: 2.005 3.997 -0.989
H: -0.007 5.695 1.728
H: -2.345 5.255 2.945
H: -2.474 3.574 3.492
H: -3.342 4.093 2.050
H: -1.505 2.065 -3.796
H: -2.960 1.152 -4.245
H: -1.414 0.321 -3.978
H: -4.605 0.635 -2.372
H: -5.704 0.459 -0.006
H: -4.953 1.530 1.179
H: -4.610 -0.202 1.213
O: -2.022 -5.007 -2.454
C: -1.715 -3.867 -2.221
C: -0.443 -3.170 -2.697
O: 0.339 -3.618 -3.502
C: -0.346 -1.954 -1.872
C: -1.424 -1.925 -0.909
O: -1.307 -1.201 0.099
C: -2.456 -2.891 -1.320
O: -3.653 -2.864 -1.142
O: 0.521 -1.047 -1.855
I: 4.386 5.451 -7.094
C: 3.229 4.232 -5.811
C: 3.187 2.866 -6.027
C: 2.461 2.068 -5.163
C: 1.791 2.636 -4.084
C: 1.815 4.014 -3.903
C: 2.535 4.817 -4.766
C: 1.092 1.730 -3.123
O: 0.686 0.631 -3.493
O: 0.940 2.136 -1.913
H: 3.712 2.426 -6.860
H: 2.414 1.000 -5.308
H: 1.266 4.454 -3.086
H: 2.552 5.887 -4.620
F: 2.542 1.397 0.256
P: 3.852 0.936 -0.796
F: 3.959 -0.377 0.126
F: 4.941 0.396 -1.796
F: 3.563 2.235 -1.664
F: 2.635 0.148 -1.616
F: 4.859 1.726 0.132
C: 3.317 -3.599 0.097
C: 2.480 -2.596 -0.367
N: 1.437 -2.139 0.325
C: 1.127 -2.781 1.445
C: 1.888 -3.815 1.998
C: 3.049 -4.182 1.318
C: 1.561 -4.449 3.273
C: 0.347 -4.717 3.758
C: -0.931 -4.552 3.070
C: -1.141 -4.909 1.734
C: -2.440 -4.808 1.264
N: -3.426 -4.346 2.017
C: -3.124 -4.004 3.252
N: -1.942 -4.109 3.820
H: 4.171 -3.901 -0.485
H: 2.658 -2.154 -1.333
H: 0.228 -2.458 1.947
H: 3.699 -4.939 1.732
H: 2.423 -4.704 3.882
H: 0.254 -5.094 4.768
H: -0.342 -5.281 1.113
H: -2.706 -5.119 0.264
H: -3.925 -3.623 3.869